No. 1
Formula: C3H5N5
Source: OMol25
Level of theory: the ωB97M-V functional and the def2-TZVPD basis

The calculation puts the HOMO energy at -8.58 eV. The calculation puts the total energy at -10638.8056 eV. The relative energy (zero: lowest compared OMol25 entry of this formula, charge and spin) is 93.8 kcal/mol. The value obtained for the frontier orbital gap is 8.9 eV.

Last column: Mulliken charge in e.
Element x y z (Å)
1 C 0.821 -0.225 -1.185  0.14
2 C -0.257 0.824 1.953  0.03
3 C -1.210 -0.202 0.330  0.54
4 H 1.252 -1.034 -2.949  0.29
5 H 1.991 -0.139 -0.992  0.20
6 H 1.586 0.435 1.360  0.25
7 H 0.084 1.490 2.808  0.32
8 H -1.837 -1.121 -1.312  0.30
9 N 0.217 -0.645 -2.219  -0.57
10 N 0.094 0.069 0.056  0.29
11 N 0.756 0.792 0.968  -0.59
12 N -1.370 0.319 1.621  -0.54
13 N -2.127 -0.563 -0.439  -0.66

No. 2
Formula: C3H5N5
Source: OMol25
Level of theory: the ωB97M-V functional and the def2-TZVPD basis

The calculation puts the HOMO energy at -8.88 eV. The SMILES is [H]/N=c1\cncnn1N. The calculation puts the total energy at -10637.5046 eV. The relative energy (zero: lowest compared OMol25 entry of this formula, charge and spin) is 123.8 kcal/mol. The value obtained for the frontier orbital gap is 8.2 eV.

Last column: Mulliken charge in e.
Element x y z (Å)
1 H 1.918 2.280 -0.008  0.23
2 N 1.752 1.141 -0.353  -0.68
3 C 0.552 0.673 0.040  0.50
4 C -0.612 1.316 0.198  -0.19
5 N -1.819 0.757 0.070  -0.54
6 C -1.764 -0.614 -0.125  -0.12
7 N -0.814 -1.306 -0.128  -0.76
8 N 0.375 -0.717 -0.130  0.70
9 N 1.671 -1.318 0.311  -0.66
10 H -0.730 2.373 0.517  0.36
11 H -2.624 -1.066 -0.056  0.48
12 H 1.909 -0.569 1.005  0.35
13 H 2.320 -1.173 -0.516  0.33

No. 3
Formula: C3H5N5
Source: OMol25
Level of theory: the ωB97M-V functional and the def2-TZVPD basis

The calculation puts the HOMO energy at -9.30 eV. The SMILES is C/N=c1\cn[nH]nn1. The calculation puts the total energy at -10636.6047 eV. The relative energy (zero: lowest compared OMol25 entry of this formula, charge and spin) is 144.6 kcal/mol. The value obtained for the frontier orbital gap is 8.6 eV.

Last column: Mulliken charge in e.
Element x y z (Å)
1 C 2.815 0.325 0.205  -0.71
2 N 1.790 -0.626 -0.071  -0.35
3 C 0.514 -0.241 0.022  0.40
4 C -0.123 1.079 -0.304  0.00
5 N -1.377 1.389 -0.080  -0.42
6 N -1.979 0.158 0.476  0.01
7 N -1.752 -0.999 -0.064  -0.19
8 N -0.461 -1.423 -0.243  -0.21
9 H 3.278 -0.228 1.233  0.28
10 H 2.646 1.436 0.171  0.32
11 H 3.729 -0.051 -0.571  0.25
12 H 0.468 1.970 -0.716  0.33
13 H -2.903 0.398 0.224  0.29

No. 4
Formula: C3H5N5
Source: OMol25
Level of theory: the ωB97M-V functional and the def2-TZVPD basis

The calculation puts the HOMO energy at -8.53 eV. The SMILES is c1nc[nH]nc[nH]n1. The calculation puts the total energy at -10638.3896 eV. The relative energy (zero: lowest compared OMol25 entry of this formula, charge and spin) is 103.4 kcal/mol. The value obtained for the frontier orbital gap is 9.4 eV.

Last column: Mulliken charge in e.
Element x y z (Å)
1 C 1.151 0.479 -1.410  0.15
2 N -0.288 0.418 -1.613  -0.46
3 C -1.340 0.327 -0.978  0.08
4 N -1.628 0.336 0.391  -0.01
5 N -0.999 -0.277 1.497  -0.59
6 C 0.283 -0.697 1.448  0.03
7 N 1.475 -0.567 0.736  -0.03
8 N 1.942 0.271 -0.425  -0.52
9 H 1.650 1.182 -2.285  0.26
10 H -2.331 0.364 -1.474  0.29
11 H -2.568 0.487 0.682  0.25
12 H 0.449 -1.265 2.308  0.33
13 H 2.204 -1.058 1.124  0.22

No. 5
Formula: C3H5N5
Source: OMol25
Level of theory: the ωB97M-V functional and the def2-TZVPD basis

The calculation puts the HOMO energy at -8.86 eV. The SMILES is [H]/N=c1\nccnn1N. The calculation puts the total energy at -10638.6590 eV. The relative energy (zero: lowest compared OMol25 entry of this formula, charge and spin) is 97.2 kcal/mol. The value obtained for the frontier orbital gap is 8.6 eV.

Last column: Mulliken charge in e.
Element x y z (Å)
1 H 0.853 2.693 0.417  0.29
2 N 1.224 1.647 0.226  -0.67
3 C 0.357 0.855 -0.075  0.56
4 N -1.046 1.158 -0.170  -0.55
5 C -1.985 0.275 -0.076  0.10
6 C -1.502 -1.041 0.133  -0.24
7 N -0.249 -1.441 0.077  -0.57
8 N 0.669 -0.459 -0.205  0.53
9 N 2.004 -1.040 -0.014  -0.65
10 H -2.920 0.834 -0.238  0.40
11 H -2.194 -1.825 0.757  0.26
12 H 2.582 -0.926 -0.891  0.27
13 H 2.244 -0.366 0.655  0.28

No. 6
Formula: C3H5NO
Source: OMol25
Level of theory: the ωB97M-V functional and the def2-TZVPD basis

The calculation puts the HOMO energy at -10.48 eV. The calculation puts the total energy at -6725.8500 eV. The relative energy (zero: lowest compared OMol25 entry of this formula, charge and spin) is 85.8 kcal/mol. The value obtained for the frontier orbital gap is 11.6 eV.

Last column: Mulliken charge in e.
Element x y z (Å)
1 O 2.957 0.283 0.649  -0.19
2 C 2.020 0.273 0.004  0.16
3 N -0.063 -0.288 1.139  -0.37
4 C -0.994 0.718 0.494  -0.12
5 C -0.958 -0.716 0.369  -0.29
6 H 0.691 -0.439 -1.682  -0.08
7 H -1.703 1.195 1.166  0.23
8 H -0.581 1.351 -0.291  0.26
9 H 0.035 -0.716 -1.936  0.10
10 H -1.404 -1.661 0.089  0.31

No. 7
Formula: C3H5NO
Source: OMol25
Level of theory: the ωB97M-V functional and the def2-TZVPD basis

The calculation puts the HOMO energy at -9.57 eV. The SMILES is C=NC(C)=O. The calculation puts the total energy at -6728.3074 eV. The relative energy (zero: lowest compared OMol25 entry of this formula, charge and spin) is 29.2 kcal/mol. The value obtained for the frontier orbital gap is 10.5 eV.

Last column: Mulliken charge in e.
Element x y z (Å)
1 C -0.769 1.138 -1.370  -0.24
2 N 0.143 0.438 -0.870  -0.35
3 C 0.631 0.235 0.428  0.56
4 C 0.251 -1.198 0.955  -0.83
5 O 1.301 1.060 0.932  -0.49
6 H -0.789 1.052 -2.494  0.24
7 H -1.291 1.911 -0.851  0.28
8 H 1.193 -1.663 1.177  0.25
9 H -0.458 -1.256 1.901  0.24
10 H -0.212 -1.717 0.191  0.34

No. 8
Formula: C3H5NO
Source: OMol25
Level of theory: the ωB97M-V functional and the def2-TZVPD basis

The calculation puts the HOMO energy at -9.92 eV. The SMILES is O=C1CCN1. The calculation puts the total energy at -6728.6992 eV. The relative energy (zero: lowest compared OMol25 entry of this formula, charge and spin) is 20.1 kcal/mol. The value obtained for the frontier orbital gap is 10.9 eV.

Last column: Mulliken charge in e.
Element x y z (Å)
1 O -0.558 -1.638 1.542  -0.57
2 C -0.296 -0.708 0.829  0.31
3 C 0.952 -0.047 0.258  -0.36
4 C 0.008 0.426 -0.860  -0.39
5 N -1.049 0.255 0.150  -0.22
6 H 0.934 0.829 0.905  0.20
7 H 1.922 -0.525 0.111  0.35
8 H 0.190 1.430 -1.251  0.25
9 H -0.117 -0.290 -1.682  0.24
10 H -2.044 0.342 0.037  0.20

No. 9
Formula: C3H5NO
Source: OMol25
Level of theory: the ωB97M-V functional and the def2-TZVPD basis

The calculation puts the HOMO energy at -9.38 eV. The calculation puts the total energy at -6726.8339 eV. The relative energy (zero: lowest compared OMol25 entry of this formula, charge and spin) is 63.2 kcal/mol. The value obtained for the frontier orbital gap is 10.4 eV.

Last column: Mulliken charge in e.
Element x y z (Å)
1 C -0.668 -0.868 -0.032  -0.45
2 C -0.527 1.057 0.059  -0.34
3 N 0.877 1.120 0.079  -0.46
4 C 1.387 -0.012 -0.181  0.13
5 O 0.637 -1.101 -0.464  -0.34
6 H -0.738 -1.186 1.039  0.24
7 H -1.386 -1.469 -0.607  0.28
8 H -0.944 1.910 -0.523  0.31
9 H -1.088 0.739 0.892  0.25
10 H 2.449 -0.191 -0.262  0.37

No. 10
Formula: C3H5NO
Source: OMol25
Level of theory: the ωB97M-V functional and the def2-TZVPD basis

The calculation puts the HOMO energy at -9.71 eV. The SMILES is CO[C@H]1C=N1. The calculation puts the total energy at -6725.0908 eV. The relative energy (zero: lowest compared OMol25 entry of this formula, charge and spin) is 103.4 kcal/mol. The value obtained for the frontier orbital gap is 10.1 eV.

Last column: Mulliken charge in e.
Element x y z (Å)
1 C 0.648 0.372 1.201  -0.67
2 O 0.565 -0.568 0.212  -0.41
3 C 0.659 0.285 -1.246  0.02
4 C -0.453 0.296 -2.072  -0.06
5 N -0.412 1.257 -1.275  -0.42
6 H 1.738 0.667 1.492  0.19
7 H 0.049 -0.003 1.983  0.30
8 H 0.004 1.254 0.954  0.33
9 H 1.605 0.360 -1.534  0.41
10 H -0.668 0.100 -3.092  0.32